C33H26As2Cl4IO2Pt | ωB97M-V/def2-TZVPD

Properties
E_tot, Eh: -8153.03131
E_LUMO, eV: 2.28
Charge: -1
Kohn-Sham gap, eV: 6.52
Energy relative to the best compared isomer or geometry (same formula, charge and spin), eV: 0.000

XYZ file:
```
69
Properties=species:S:1:pos:R:3:forces:R:3:mulliken_charge:R:1
Pt -0.743 0.077 -2.328 0.2 0.3 0.1 1.6380
C 0.838 2.076 0.276 -0.1 0.0 0.1 -1.2349
C 0.516 1.419 1.620 0.0 -0.1 -0.1 -1.0368
As -1.300 0.632 1.841 0.0 0.1 0.0 0.5783
C -1.003 -1.238 1.328 0.0 0.0 -0.1 0.4638
C -0.054 -2.065 1.921 0.0 0.0 0.0 -0.0192
C 0.056 -3.394 1.540 0.0 0.0 0.0 -0.7298
C -0.775 -3.905 0.550 0.0 0.0 0.0 -0.5529
C -1.718 -3.086 -0.052 0.0 0.0 0.0 -0.4797
C -1.837 -1.759 0.344 0.0 0.0 0.0 -0.4302
C -1.149 0.330 3.786 0.0 0.0 0.0 0.0043
C 0.034 0.298 4.521 0.0 0.0 0.0 0.0540
C 0.017 0.069 5.891 0.0 0.0 0.0 -0.8186
C -1.187 -0.136 6.549 0.0 0.0 0.0 -0.3797
C -2.374 -0.104 5.830 0.0 0.0 0.0 -0.5926
C -2.351 0.133 4.463 0.0 0.0 0.0 -0.6139
As 1.150 0.910 -1.267 -0.3 -0.3 0.0 0.2843
C 2.350 2.027 -2.301 -0.1 0.0 0.0 0.1146
C 1.812 3.198 -2.831 0.0 0.0 0.0 -0.5208
C 2.596 4.040 -3.602 0.0 0.0 0.0 -0.6749
C 3.919 3.708 -3.866 0.0 0.0 0.0 -0.4377
C 4.451 2.533 -3.359 0.0 0.0 0.0 -0.6667
C 3.670 1.693 -2.575 0.0 0.0 0.0 -0.2903
C 2.349 -0.440 -0.565 0.0 0.1 0.1 0.5888
C 2.133 -1.774 -0.882 0.0 0.0 0.1 -0.5607
C 3.004 -2.749 -0.410 0.0 0.0 0.0 -0.6119
C 4.076 -2.398 0.394 0.0 0.0 0.0 -0.5878
C 4.283 -1.067 0.733 0.0 0.0 0.0 -0.8095
C 3.424 -0.092 0.251 0.0 0.0 0.0 -0.1892
H 1.750 2.672 0.362 0.0 0.1 0.0 0.7378
H 0.026 2.740 -0.028 0.0 0.0 -0.1 0.5936
H 0.530 2.203 2.382 0.0 0.0 0.0 0.6626
H 1.282 0.689 1.890 0.0 0.0 0.0 0.2098
H 0.601 -1.679 2.695 0.0 0.0 0.0 0.2879
H 0.796 -4.029 2.011 0.0 0.0 0.0 0.3977
H -0.685 -4.942 0.250 0.0 0.0 0.0 0.3659
H -2.363 -3.467 -0.834 0.0 0.0 0.0 0.4440
H -2.582 -1.129 -0.126 0.0 0.0 0.0 0.3915
H 0.988 0.453 4.031 0.0 0.0 0.0 0.2758
H 0.948 0.047 6.445 0.0 0.0 0.0 0.3815
H -1.201 -0.315 7.617 0.0 0.0 0.0 0.3543
H -3.320 -0.257 6.335 0.0 0.0 0.0 0.3671
H -3.283 0.168 3.909 0.0 0.0 0.0 0.3813
H 0.766 3.435 -2.666 0.0 0.0 0.0 0.3832
H 2.170 4.945 -4.015 0.0 0.0 0.0 0.3837
H 4.528 4.359 -4.481 0.0 0.0 0.0 0.3586
H 5.476 2.262 -3.579 0.0 0.0 0.0 0.3898
H 4.090 0.773 -2.189 0.0 0.0 0.0 0.3229
H 1.267 -2.041 -1.475 0.0 0.0 0.0 0.2299
H 2.829 -3.788 -0.659 0.0 0.0 0.0 0.4256
H 4.748 -3.162 0.766 0.0 0.0 0.0 0.3681
H 5.115 -0.790 1.370 0.0 0.0 0.0 0.4118
H 3.597 0.948 0.506 0.0 0.0 0.0 0.4108
Cl -7.113 1.608 -0.373 0.0 0.0 0.0 -0.2442
C -5.747 0.890 -1.160 0.0 0.0 0.0 0.3226
C -5.923 -0.137 -2.070 0.0 0.0 0.0 0.2400
Cl -7.513 -0.726 -2.431 0.0 0.0 0.0 -0.2354
C -4.809 -0.702 -2.702 0.0 0.0 0.0 0.4217
Cl -4.994 -1.988 -3.849 0.0 0.0 0.0 -0.2372
C -3.519 -0.259 -2.431 0.1 0.0 0.0 0.6934
O -2.457 -0.782 -3.015 0.0 0.0 -0.1 -0.8595
C -3.333 0.790 -1.481 0.0 0.0 -0.1 -1.0754
O -2.108 1.197 -1.228 0.1 -0.1 0.2 -0.6206
C -4.455 1.347 -0.871 0.0 0.0 0.0 0.2818
Cl -4.208 2.660 0.234 0.0 0.0 0.0 -0.2216
I 0.303 0.641 -5.384 0.1 -0.2 -0.1 -0.1789
C 0.350 -0.838 -3.741 -0.1 0.2 -0.1 -1.5200
H 1.416 -1.032 -3.641 0.0 0.0 0.0 0.5401
H -0.152 -1.702 -4.175 0.0 0.0 0.0 0.6700
```
Forces are in eV/Å.